# 1
ORCA calculation (ωB97M-V with the def2-TZVPD basis set) on a molecular structure, C5H11NPSc.

Last column: natural (NBO) charge in e.
Element x y z (Å)
C -1.00 0.62 -1.10  -0.452
C -1.98 0.45 -2.13  -0.314
C -2.67 -0.76 -1.86  -0.306
C -2.32 -1.23 -0.57  -0.328
C -1.24 -0.41 -0.10  -0.414
Sc 1.89 0.54 -0.21  0.897
P 2.13 1.97 1.86  -0.146
H -0.32 1.50 -1.00  0.148
H -2.10 1.12 -2.97  0.202
H -3.39 -1.22 -2.52  0.200
H -0.77 -0.46 0.89  0.169
H -2.72 -2.10 -0.07  0.200
H 1.20 1.82 2.98  0.067
H 2.07 3.41 1.70  -0.004
H 3.40 1.97 2.60  0.021
N 1.96 -1.56 0.52  -1.161
H 1.82 -1.54 1.53  0.407
H 2.85 -2.01 0.32  0.395
H 1.19 -2.09 0.10  0.418

## Properties
- HOMO (spin up / spin down): -6.22 / -6.00 eV
- E: -36837.2207 eV
- HOMO-LUMO gap (spin up / spin down): 0.2105 / 0.2107 Ha
- ΔE to the lowest compared entry with this formula, charge and spin: 0.0000 eV

***

# 2
ORCA calculation (ωB97M-V with the def2-TZVPD basis set) on 2 unconnected molecules or ions with the total composition C5H11NS.

Last column: natural (NBO) charge in e.
Element x y z (Å)
C 1.26 1.73 0.06  -0.047
C -0.91 -1.22 1.57  -0.661
C 0.99 -0.98 -0.23  -0.677
C -1.48 0.63 -2.18  -0.844
C -0.42 -0.73 0.23  -0.246
N 1.20 1.48 1.28  -0.612
S -1.71 -0.02 -0.63  0.637
H 0.56 2.13 -0.80  0.181
H -1.40 -0.39 2.11  0.221
H -0.18 -1.64 2.20  0.228
H -1.67 -1.98 1.65  0.224
H 1.52 -0.22 -0.94  0.231
H 1.07 -1.86 -0.85  0.225
H 1.70 -1.26 0.60  0.242
H -0.62 0.41 -2.86  0.224
H 2.28 1.55 -0.42  0.140
H -2.44 0.62 -2.49  0.202
H 0.24 1.74 1.70  0.333

## Properties
- HOMO (spin up / spin down): -7.25 / -7.44 eV
- E: -17683.9441 eV
- HOMO-LUMO gap (spin up / spin down): 0.2741 / 0.2866 Ha
- ΔE to the lowest compared entry with this formula, charge and spin: 4.5189 eV

***

# 3
ORCA calculation (ωB97M-V with the def2-TZVPD basis set) on 2 unconnected molecules or ions with the total composition C5H11O2.

Last column: natural (NBO) charge in e.
Element x y z (Å)
C 0.19 -1.91 0.42  -0.523
C -0.80 -2.59 -0.51  -0.613
C 0.98 -0.72 -0.23  0.764
O 1.90 -0.28 0.52  -0.810
O 0.59 -0.30 -1.33  -0.785
H -0.35 -1.36 1.20  0.194
H 0.90 -2.60 0.87  0.198
H -1.56 -1.97 -0.99  0.213
H -1.17 -3.49 0.00  0.173
H -0.23 -2.96 -1.38  0.197
C -1.17 2.24 -0.14  -0.629
C -1.00 3.14 1.07  -0.610
H -1.87 1.44 0.15  0.195
H -1.68 2.74 -0.95  0.189
H -0.22 1.75 -0.34  0.272
H -1.73 3.03 1.88  0.185
H 0.00 3.09 1.49  0.213
H -1.21 4.19 0.81  0.179

## Properties
- HOMO: -3.86 eV
- E: -9459.5422 eV
- HOMO-LUMO gap: 0.2898 Ha
- ΔE to the lowest compared entry with this formula, charge and spin: 0.4870 eV
- Net charge: -1

***

# 4
ORCA calculation (ωB97M-V with the def2-TZVPD basis set) on 2 unconnected molecules or ions with the total composition C5H11O2.

Last column: natural (NBO) charge in e.
Element x y z (Å)
C 0.40 -1.19 0.21  -0.039
O 0.20 -0.06 -0.56  -0.912
C 0.77 -0.84 1.67  -0.418
C 2.07 0.03 1.66  -0.624
H 1.17 -1.94 -0.17  0.088
H -0.56 -1.73 0.33  0.119
H 0.90 -1.71 2.34  0.161
H -0.08 -0.32 2.15  0.187
H 1.97 0.94 2.30  0.188
H 2.30 0.36 0.63  0.231
H 2.90 -0.64 2.00  0.173
O -2.72 0.18 -0.48  -0.665
C -1.86 0.23 -1.36  0.491
C -1.55 1.59 -2.06  -0.709
H -1.47 -0.56 -1.96  0.110
H -2.14 2.42 -1.59  0.196
H -1.80 1.46 -3.13  0.181
H -0.49 1.79 -1.97  0.243

## Properties
- HOMO: -3.17 eV
- E: -9457.5734 eV
- HOMO-LUMO gap: 0.2771 Ha
- ΔE to the lowest compared entry with this formula, charge and spin: 2.4558 eV
- Net charge: -1

***

# 5
ORCA calculation (ωB97M-V with the def2-TZVPD basis set) on 2 unconnected molecules or ions with the total composition C5H11O2.

Last column: natural (NBO) charge in e.
Element x y z (Å)
C 1.38 1.27 -0.52  -0.396
C 1.16 0.76 -2.01  -0.651
C 0.34 2.25 -0.10  -0.640
H 1.42 0.41 0.19  0.232
H 2.30 1.75 -0.49  0.163
H 1.28 1.43 -2.79  0.180
H -0.68 1.73 -0.47  0.256
H 0.32 2.54 0.91  0.193
H 0.17 0.33 -1.92  0.248
H 1.66 -0.24 -2.13  0.217
H 0.18 3.08 -0.71  0.178
C -1.10 -1.51 2.00  -0.768
C -0.71 -1.10 0.51  0.793
O 0.20 -1.84 0.10  -0.807
O -1.38 -0.20 0.06  -0.775
H -2.10 -1.40 2.04  0.191
H -0.80 -0.73 2.65  0.189
H -0.68 -2.49 2.15  0.199

## Properties
- HOMO: -3.70 eV
- E: -9458.5872 eV
- HOMO-LUMO gap: 0.2903 Ha
- ΔE to the lowest compared entry with this formula, charge and spin: 1.4420 eV
- Net charge: -1

***

# 6
ORCA calculation (ωB97M-V with the def2-TZVPD basis set) on 2 unconnected molecules or ions with the total composition C5H11O2.

Last column: natural (NBO) charge in e.
Element x y z (Å)
C -1.18 -0.09 1.15  -0.521
C -0.74 0.94 2.22  -0.632
C -1.45 -1.52 1.70  0.759
O -1.86 -2.33 0.84  -0.794
O -1.20 -1.73 2.91  -0.791
H -1.94 0.30 0.49  0.196
H -0.24 -0.30 0.64  0.191
H -1.52 1.68 2.42  0.176
H 0.15 1.47 1.90  0.170
H -0.53 0.33 3.10  0.252
C 0.66 0.51 -2.09  -0.603
C 2.00 -0.21 -2.25  -0.602
H 0.77 1.60 -2.18  0.183
H -0.03 0.13 -2.84  0.196
H 0.24 0.36 -1.10  0.230
H 2.39 0.00 -3.24  0.184
H 1.78 -1.28 -2.16  0.210
H 2.71 0.14 -1.51  0.197

## Properties
- HOMO: -3.83 eV
- E: -9459.5862 eV
- HOMO-LUMO gap: 0.2721 Ha
- ΔE to the lowest compared entry with this formula, charge and spin: 0.4430 eV
- Net charge: -1

***

# 7
ORCA calculation (ωB97M-V with the def2-TZVPD basis set) on 2 unconnected molecules or ions with the total composition C5H11O2.

Last column: natural (NBO) charge in e.
Element x y z (Å)
C -0.71 0.86 0.55  -0.513
C -0.77 1.98 1.59  -0.601
C -1.10 -0.52 1.07  0.745
O -0.80 -0.85 2.26  -0.795
O -1.65 -1.27 0.22  -0.796
H -1.37 1.08 -0.29  0.198
H 0.27 0.83 0.06  0.189
H -0.36 1.74 2.57  0.220
H -1.80 2.31 1.73  0.185
H -0.30 2.90 1.23  0.170
C 1.75 -0.93 -2.22  -0.622
C 2.49 0.32 -2.72  -0.612
H 2.08 -1.82 -2.76  0.187
H 2.13 -1.08 -1.21  0.214
H 0.67 -0.94 -2.19  0.239
H 3.30 0.63 -2.06  0.197
H 1.78 1.15 -2.74  0.206
H 2.93 0.21 -3.72  0.189

## Properties
- HOMO: -3.72 eV
- E: -9459.5918 eV
- HOMO-LUMO gap: 0.2666 Ha
- ΔE to the lowest compared entry with this formula, charge and spin: 0.4374 eV
- Net charge: -1

***

# 8
ORCA calculation (ωB97M-V with the def2-TZVPD basis set) on 2 unconnected molecules or ions with the total composition C5H11O2.

Last column: natural (NBO) charge in e.
Element x y z (Å)
C 0.36 1.35 -0.30  -0.532
C 0.57 2.59 -1.21  -0.615
C 1.76 0.73 -0.01  0.738
O 1.87 -0.43 0.47  -0.250
O 2.78 1.24 -0.50  -0.497
H 0.12 1.75 0.69  0.234
H -0.39 0.71 -0.75  0.244
H 0.89 3.44 -0.59  0.211
H -0.36 2.90 -1.69  0.219
H 1.44 2.40 -1.84  0.238
C -0.46 -1.82 0.90  -0.622
C -1.82 -2.40 0.59  -0.628
H -0.47 -0.74 1.10  0.198
H 0.13 -2.21 1.75  0.219
H 0.21 -1.87 0.05  0.214
H -1.75 -2.97 -0.34  0.210
H -2.25 -2.94 1.42  0.213
H -2.63 -1.72 0.26  0.207

## Properties
- 2S+1: 2
- HOMO (spin up / spin down): -11.48 / -10.59 eV
- E: -9455.6588 eV
- HOMO-LUMO gap (spin up / spin down): 0.4504 / 0.2762 Ha
- ΔE to the lowest compared entry with this formula, charge and spin: 0.7894 eV

***

# 9
ORCA calculation (ωB97M-V with the def2-TZVPD basis set) on 2 unconnected molecules or ions with the total composition C5H11O2.

Last column: natural (NBO) charge in e.
Element x y z (Å)
C 0.21 0.69 0.84  -0.394
C 0.64 2.18 0.97  -0.607
C 1.02 -0.31 1.65  -0.621
H -0.83 0.67 1.14  0.195
H 0.25 0.22 -0.15  0.182
H 1.72 2.20 0.83  0.200
H 0.47 2.50 1.99  0.208
H 0.76 -0.27 2.72  0.195
H 0.89 -1.34 1.33  0.229
H 0.11 2.69 0.17  0.210
H 2.10 -0.08 1.74  0.201
C -1.13 -1.04 -2.52  -0.709
C -0.96 -1.73 -1.13  0.715
O -1.88 -1.38 -0.33  -0.160
O 0.01 -2.40 -0.83  -0.578
H -0.44 -0.20 -2.54  0.248
H -2.13 -0.63 -2.60  0.231
H -0.82 -1.76 -3.27  0.253

## Properties
- 2S+1: 2
- HOMO (spin up / spin down): -10.94 / -10.72 eV
- E: -9456.0396 eV
- HOMO-LUMO gap (spin up / spin down): 0.4321 / 0.2751 Ha
- ΔE to the lowest compared entry with this formula, charge and spin: 0.4086 eV

***

# 10
ORCA calculation (ωB97M-V with the def2-TZVPD basis set) on 2 unconnected molecules or ions with the total composition C5H11O2.

Last column: natural (NBO) charge in e.
Element x y z (Å)
C -1.81 -2.00 1.32  -0.611
C -0.46 -2.63 1.75  -0.610
H -2.60 -2.75 1.36  0.199
H -2.06 -1.13 1.92  0.210
H -1.73 -1.60 0.32  0.204
H -0.14 -2.21 2.71  0.206
H 0.28 -2.51 0.97  0.204
H -0.62 -3.70 1.89  0.198
C 0.97 2.45 -1.34  -0.467
C 1.78 1.21 -1.68  -0.603
C -0.28 2.06 -0.52  0.715
O -0.21 1.31 0.43  -0.579
O -1.29 2.68 -1.01  -0.196
H 1.52 3.12 -0.67  0.239
H 0.72 2.97 -2.26  0.225
H 1.13 0.44 -2.09  0.219
H 2.19 0.79 -0.77  0.226
H 2.62 1.49 -2.32  0.221

## Properties
- 2S+1: 2
- HOMO (spin up / spin down): -10.77 / -10.68 eV
- E: -9456.2701 eV
- HOMO-LUMO gap (spin up / spin down): 0.4266 / 0.2814 Ha
- ΔE to the lowest compared entry with this formula, charge and spin: 0.1781 eV